Computed, not measured: a 11-piece molecular cluster, C45H116N8O11 overall in a non-equilibrium geometry, with ωB97M-V with the def2-TZVPD basis set.

Kohn-Sham gap: 8.549 eV
electronic energy: -3049.45346 Ha
total charge: 0
SMILES string: CC1(C)CCCC(C)(C)N1O.CC1(C)CCCC(C)(C)N1O.COC[C@H](C)N.COC[C@H](C)N.COC[C@H](C)N.COC[C@H](C)N.COC[C@H](C)N.COC[C@H](C)N.CO.CO.CO

Geometry as XYZ:
```
180
C45H116N8O11 ωB97M-V with the def2-TZVPD basis set
C 0.20911 -3.03368 4.93767
C -1.27000 -2.77262 4.43862
C -1.17567 -1.95656 3.13387
C -2.01931 -4.06662 4.11302
C -3.50054 -3.82440 3.91868
C -4.10824 -3.10807 5.12991
C -3.40065 -1.80206 5.52146
C -3.78989 -0.68162 4.58298
C -3.94234 -1.44331 6.92140
N -1.94609 -2.09797 5.54558
O -1.22549 -1.12594 6.18079
H 0.64560 -2.03738 5.01208
H 0.18261 -3.42099 5.95817
H 0.92539 -3.59520 4.33974
H -1.95311 -2.07360 2.37822
H -1.13578 -0.89639 3.39572
H -0.23939 -2.13514 2.60041
H -1.52178 -4.51299 3.25361
H -1.98940 -4.74949 4.96664
H -3.70807 -3.35259 2.95621
H -4.08054 -4.75071 3.90995
H -4.33814 -3.85729 5.88688
H -5.07712 -2.81944 4.71134
H -3.64767 -0.97987 3.54292
H -3.36477 0.30337 4.76684
H -4.87963 -0.61302 4.63726
H -3.54203 -2.00436 7.76661
H -5.00063 -1.70607 6.95895
H -3.80217 -0.36854 7.03384
H -0.86824 -1.67387 6.88812
C -0.30626 3.05043 0.07822
C -0.77694 1.63802 -0.25612
C -1.68345 0.97950 0.80644
C -1.72401 1.74059 -1.54160
C -0.97271 2.06148 -2.82533
C 0.02903 0.92811 -3.02264
C 1.01268 0.76672 -1.82055
C 1.77641 -0.56044 -2.06335
C 2.04936 1.87385 -1.76361
N 0.25466 0.63522 -0.52922
O 1.12613 0.53688 0.59563
H -1.09964 3.62939 0.54971
H 0.52784 2.90685 0.76908
H 0.08677 3.61714 -0.76375
H -1.25237 0.76319 1.78534
H -2.51057 1.64477 1.07159
H -2.18799 0.05615 0.51896
H -2.34019 0.84241 -1.62202
H -2.50368 2.49514 -1.40938
H -1.55463 2.25157 -3.72878
H -0.34851 2.95886 -2.80194
H 0.72096 1.07155 -3.86130
H -0.43069 0.05152 -3.48882
H 2.72040 -0.58354 -1.51511
H 2.05398 -0.55384 -3.11741
H 1.22996 -1.45665 -1.77194
H 2.49055 2.12856 -0.80235
H 1.56343 2.81216 -2.04566
H 2.76459 1.68072 -2.56458
H 1.36178 -0.39703 0.53830
C 1.28772 -3.79521 -0.22660
O 0.18773 -4.29436 0.54467
C -0.02605 -5.67651 0.27123
C -1.07104 -6.29815 1.21736
C -1.14419 -7.80045 0.92826
N -2.40194 -5.67656 1.07422
H 1.12388 -3.66128 -1.29854
H 2.27583 -4.25917 -0.17779
H 1.42758 -2.80110 0.20066
H -0.28715 -5.76921 -0.78716
H 0.81809 -6.34937 0.44589
H -0.63079 -5.99075 2.17124
H -0.14707 -8.24428 0.92619
H -1.60921 -7.99439 -0.03798
H -1.69601 -8.38300 1.66705
H -2.27464 -4.67304 1.15495
H -3.00956 -5.88425 1.85789
C 0.23583 5.12656 7.72360
O -0.85992 4.93092 6.82873
C -0.52998 4.01026 5.79222
C -1.88861 3.56626 5.15697
C -1.78281 2.60212 3.93608
N -2.74603 4.64087 4.66317
H 0.07757 5.86161 8.51114
H 1.20334 5.34921 7.26899
H 0.33845 4.16989 8.24513
H 0.10236 4.43694 5.00955
H -0.02947 3.13747 6.21764
H -2.48437 3.09244 5.94167
H -1.56759 3.06253 2.97273
H -2.67185 1.97207 3.91642
H -0.96658 1.87332 3.96143
H -3.71259 4.35135 4.72079
H -2.65072 5.46666 5.24241
C -3.76384 3.86503 -5.08269
O -3.82082 2.46432 -5.29459
C -3.07524 1.89990 -6.38410
C -3.21184 0.36542 -6.41729
C -2.04427 -0.39077 -7.05598
N -4.38622 0.04187 -7.22682
H -4.00717 4.38848 -6.01065
H -2.77040 4.19869 -4.76883
H -4.47859 4.11273 -4.30046
H -3.28093 2.37778 -7.34803
H -2.02525 2.20298 -6.28600
H -3.22227 -0.00566 -5.38774
H -2.37286 -1.41312 -7.22375
H -1.17432 -0.18366 -6.43193
H -1.95034 0.12374 -8.01466
H -4.97118 0.86189 -7.29291
H -4.80617 -0.75740 -6.77268
C 6.83054 -4.14728 -2.48587
O 6.96285 -3.60936 -3.76004
C 6.63749 -2.23352 -3.73248
C 5.14599 -2.03110 -3.81900
C 4.54567 -2.66540 -5.08481
N 4.79001 -0.60791 -3.81101
H 7.32947 -5.10410 -2.33140
H 5.79185 -4.30890 -2.17853
H 7.21689 -3.48076 -1.70810
H 7.17719 -1.66405 -2.96776
H 7.09025 -1.71535 -4.58573
H 4.68644 -2.35808 -2.88267
H 5.07265 -2.30277 -5.97013
H 3.50742 -2.38815 -5.26671
H 4.65963 -3.74778 -5.03897
H 5.60982 -0.25255 -3.32598
H 4.81824 -0.15174 -4.71599
C 2.62118 2.96227 -5.65947
O 2.31261 3.35458 -6.98969
C 2.04293 4.80967 -6.94586
C 0.54279 4.95812 -6.68574
C -0.25737 4.58884 -7.89900
N 0.25025 6.32657 -6.21860
H 2.77231 1.87967 -5.67231
H 1.85652 3.03083 -4.88019
H 3.54540 3.38084 -5.25607
H 2.63264 5.40822 -6.24535
H 2.41502 5.28540 -7.85529
H 0.26158 4.18397 -5.96551
H -1.32410 4.79874 -7.80416
H -0.13245 3.50685 -7.97282
H 0.05327 5.04112 -8.84151
H -0.59702 6.31075 -5.66285
H 0.93740 6.66359 -5.55428
C 4.98370 3.16237 6.18322
O 4.11316 2.97208 5.08340
C 3.27184 1.85503 5.21289
C 2.50088 1.53596 3.94297
C 1.40010 0.47128 4.19091
N 3.31576 1.09090 2.83521
H 5.45041 4.14480 6.25070
H 5.78729 2.42604 6.12402
H 4.35540 3.10636 7.07604
H 3.81003 0.97197 5.57958
H 2.53781 1.94887 6.02116
H 2.01149 2.48102 3.68312
H 0.75065 0.61122 5.05609
H 1.86637 -0.50195 4.34312
H 0.80665 0.53454 3.27851
H 4.12700 1.69465 2.92760
H 2.88440 1.26459 1.93405
C -5.45410 0.19856 -2.41994
O -5.20611 -1.08729 -1.88934
H -6.07234 0.76399 -1.72155
H -4.61797 0.84822 -2.68737
H -6.07886 0.12754 -3.31525
H -4.51352 -1.49949 -2.41782
C -2.32456 -2.68697 -0.93683
O -2.14162 -1.90490 -2.12377
H -2.34198 -3.75139 -1.17496
H -1.37229 -2.66817 -0.40183
H -3.17725 -2.38847 -0.32775
H -1.61875 -1.12044 -1.93150
C 4.71261 -2.13713 1.59536
O 3.67218 -1.20066 1.33876
H 4.43984 -3.03276 1.03916
H 5.63532 -1.66814 1.24195
H 4.98119 -2.42395 2.61505
H 3.65851 -0.52410 2.04268
```

These are the Mulliken partial charges, in e, on atoms 1 to 5: atom 1 (C): -2.243, atom 2 (C): 1.850, atom 3 (C): -0.442, atom 4 (C): -0.205, atom 5 (C): -0.270